Record 1
# CH3Cl2P

A 2-piece molecular cluster, CH3Cl2P overall in a non-equilibrium geometry (ωB97M-V/def2-TZVPD, the Open Molecules 2025 dataset).

Each line ends with the Löwdin charge.
Element x y z (Å)
Cl -2.9065 -0.7247 0.1251  0.53
Cl 4.0198 -0.8254 -0.1723  0.18
H -0.5207 0.1907 1.6909  -0.13
P -0.1058 0.6396 0.3635  0.73
C -1.5739 0.1950 -0.4293  -1.07
H 2.8281 -0.1358 -0.1310  -0.24
H -1.7410 0.6604 -1.4469  0.00

Atomic forces in eV per Å
0.171 0.199 0.065
-2.068 1.198 0.079
0.411 -0.069 -0.763
-2.233 -0.645 0.049
1.478 1.489 -0.428
2.024 -1.179 -0.089
0.217 -0.994 1.088

Computed properties:
* highest occupied orbital energy: -9.58 eV
* total energy: -35417.721 eV
* ΔE to the lowest compared entry with this formula, charge and spin: 2.814 eV


Record 2
# C29H69FO12

A 11-piece molecular cluster, C29H69FO12 overall (ωB97M-V/def2-TZVPD, the Open Molecules 2025 dataset).

Each line ends with the Löwdin charge.
Element x y z (Å)
H -5.4910 3.0096 -3.2298  0.11
H 0.1670 -4.1989 -0.4222  0.08
H -0.7969 -6.3017 1.8418  0.08
H -0.7522 -0.3842 2.5521  0.07
F 0.0936 2.3428 0.9095  -0.04
H 4.9166 -1.4664 -3.1227  0.08
H -0.5185 -1.3958 5.4392  0.11
C 0.3463 5.2615 -3.4313  -0.32
H 2.3271 -0.6077 -0.6370  0.07
H 1.4981 2.5131 4.6575  0.11
C -0.5716 6.4265 -3.7508  -0.09
C -4.6432 4.4714 -1.8935  -0.08
H -0.1681 2.9036 -1.0111  0.13
C 0.5997 -3.2453 -2.0770  -0.32
H 3.4509 4.0056 4.1226  0.07
H 5.1769 -2.8792 3.4120  0.07
H -7.5386 4.0262 -0.5984  0.06
H -1.7728 0.1309 3.9092  0.08
H 1.0965 5.5552 -2.6958  0.11
H 3.8171 1.1387 -4.0925  0.08
H 5.1643 -4.9011 -1.2699  0.11
C -0.0294 1.9664 -0.4566  -0.24
O 2.8823 -2.7363 1.9903  -0.10
H -0.1364 -7.2086 3.2061  0.07
C -3.4493 -0.7771 -0.3230  0.03
H -2.4923 2.4056 0.6784  0.14
C -0.2707 -5.0733 3.5310  -0.33
H 0.9428 -6.2507 2.1879  0.07
C -1.3137 1.1506 -0.5574  -0.06
H -2.1120 -2.1687 -1.2461  0.11
H -9.0645 3.8215 -1.4670  0.07
H -4.5781 4.2796 -4.0466  0.11
C 5.1758 -5.0434 0.8798  -0.09
H 1.3487 -2.5857 -1.6237  0.09
C 1.2434 1.2569 -0.8763  -0.17
C -1.3843 -0.0838 -1.4121  -0.35
H -5.5394 5.0937 -1.8705  0.06
H 0.6232 -0.7579 -0.2317  0.06
C 2.5897 3.9315 3.4534  -0.08
H 2.9439 4.0315 2.4271  0.08
C 5.2766 -5.6636 -0.4986  -0.33
H -1.3296 6.1310 -4.4800  0.07
C -3.6612 0.6701 -0.0614  -0.39
H -8.4060 6.0982 0.4777  0.11
H 1.2672 1.1542 -1.9656  0.10
H -1.0371 3.8725 -3.4611  0.07
H 0.8776 4.9386 -4.3343  0.11
H 0.0100 -2.6429 -2.7667  0.10
H -4.6572 3.8193 -1.0162  0.06
H -1.6838 -5.8373 4.6448  0.08
C -2.4323 1.5006 0.0754  0.06
H 2.4721 -1.0140 -2.8778  0.08
H 3.8722 -2.4252 4.5099  0.07
C 1.4825 -0.0816 -0.1730  -0.06
O -3.4285 2.8306 -3.2624  -0.08
O -8.2975 6.4497 -1.4952  -0.09
H -0.1905 -4.1520 2.9557  0.09
O -1.5742 -5.0465 4.1058  -0.08
O -0.3511 4.1724 -2.8494  -0.10
C -8.6114 4.2169 -0.5543  -0.09
H 5.0998 -1.2328 4.0606  0.07
O 0.8027 -2.0564 3.9803  -0.11
H -3.4050 2.2473 -2.4946  0.06
H 2.0687 1.9385 -0.6254  0.13
O 2.7078 1.4938 3.3074  -0.10
H -9.9464 5.9025 -0.3573  0.11
C -0.0513 -6.2791 2.6380  -0.09
C 3.0325 -0.6123 -3.7244  -0.32
H 2.9842 -0.8308 2.7725  0.07
H -1.0842 6.7630 -2.8487  0.07
O -0.3199 -3.6876 -1.0779  -0.09
H 1.0295 2.5358 2.9525  0.08
H 1.4629 -1.3951 4.2225  0.07
C -8.8712 5.7042 -0.4257  -0.33
O -4.7617 1.1678 -0.0232  0.10
H 0.5252 -5.0412 -3.2638  0.08
H 3.9868 -2.4808 -4.2391  0.06
C 4.2640 -1.4536 -3.9964  -0.08
H -0.0498 0.5308 3.8859  0.06
H 6.6833 -6.9544 -0.0958  0.08
H 4.2114 -4.5559 1.0274  0.05
H 4.4757 -6.3983 -0.6432  0.11
H -4.2302 -1.4714 -0.0221  0.13
H -9.0259 3.6672 0.2915  0.07
H -0.0090 7.2637 -4.1676  0.07
H 2.2942 -3.0145 2.7051  0.05
H 1.9470 -4.0291 -3.5695  0.06
C -0.4747 -1.5355 4.3544  -0.28
H -1.1934 -2.3115 4.0922  0.10
C -4.5983 3.6404 -3.1632  -0.31
H 0.4889 -5.0305 4.3183  0.11
C 1.2712 -4.3978 -2.7960  -0.07
H 1.7213 0.0468 0.8900  0.07
O 3.3512 0.7267 -3.3568  -0.08
O -0.7382 -0.2098 -2.4186  0.12
H 2.3613 -0.6197 -4.5898  0.12
H 4.8321 -1.0520 -4.8390  0.07
H -8.6932 6.1456 -2.3193  0.08
C 4.5023 -2.0684 3.6903  -0.07
H 3.4740 1.5144 3.8923  0.08
C -2.3460 -1.1412 -0.9706  0.04
H 1.9203 4.7639 3.6736  0.08
O 6.5432 -6.2626 -0.7515  -0.08
H 4.2838 -1.3058 1.6832  0.12
C -0.7833 -0.2379 3.6333  -0.06
H 1.8560 -5.0051 -2.1004  0.07
H 5.2996 -5.8038 1.6561  0.07
C 1.8756 2.6076 3.6326  -0.33
C 3.6526 -1.6533 2.5014  -0.33
H -3.7660 5.1169 -1.8239  0.07
H 5.9597 -4.2959 1.0144  0.08

Atomic forces in eV per Å
-0.015 0.011 -0.022
-0.012 0.064 -0.004
0.012 -0.003 -0.005
-0.008 0.004 0.007
-0.124 -0.074 -0.275
-0.001 -0.012 -0.001
-0.004 -0.023 0.005
0.010 0.053 -0.058
-0.131 0.146 0.145
0.003 -0.012 0.002
-0.031 -0.014 0.042
0.135 -0.081 -0.012
0.155 -0.248 0.045
0.075 0.025 0.071
-0.008 0.014 0.005
0.010 0.010 0.006
-0.011 -0.038 0.012
-0.005 -0.001 0.007
0.002 0.005 -0.026
-0.026 -0.016 0.055
-0.029 0.007 0.008
-0.230 0.033 -0.045
0.156 -0.157 0.085
0.026 -0.003 -0.003
0.037 -0.149 0.023
-0.079 -0.129 -0.164
-0.005 -0.011 -0.013
0.016 0.004 0.010
0.257 -0.035 0.017
-0.068 0.231 -0.027
-0.016 -0.008 0.014
-0.022 0.009 0.016
0.100 -0.004 -0.006
-0.038 -0.051 -0.033
0.254 0.145 0.181
-0.245 0.057 0.450
-0.013 0.012 -0.006
0.119 0.063 0.021
0.060 -0.038 -0.039
-0.011 0.011 0.001
-0.031 -0.005 -0.041
0.014 0.008 -0.012
0.316 0.049 -0.059
-0.017 -0.014 0.012
-0.150 -0.008 0.234
-0.060 -0.023 0.147
0.009 -0.004 0.024
0.028 0.012 -0.015
-0.038 0.005 -0.002
-0.004 0.056 -0.029
0.078 0.110 0.140
0.011 0.012 -0.076
0.005 0.015 0.009
0.146 -0.076 0.126
0.117 0.021 0.075
-0.022 -0.050 -0.071
0.034 -0.002 0.002
-0.009 -0.059 0.006
-0.103 -0.086 -0.069
0.096 -0.005 -0.061
-0.007 0.014 -0.011
0.187 0.100 0.211
0.017 0.069 -0.036
-0.164 -0.113 -0.089
0.034 -0.038 0.175
0.001 0.011 0.011
-0.088 -0.003 -0.006
-0.087 0.005 0.048
0.109 0.088 -0.057
0.013 0.013 -0.009
0.016 -0.048 -0.004
0.008 0.023 0.037
-0.057 0.021 -0.084
-0.008 0.025 0.011
-0.405 0.087 0.235
0.013 0.001 -0.016
-0.008 -0.004 -0.006
0.039 0.053 0.043
-0.010 0.002 0.002
0.009 0.053 -0.044
0.007 0.006 0.010
-0.010 0.008 -0.020
0.068 0.138 -0.144
-0.019 0.020 0.013
-0.001 -0.006 -0.001
-0.200 0.104 -0.160
0.003 0.011 -0.001
-0.071 -0.011 -0.105
-0.013 0.001 0.035
-0.065 0.020 0.016
0.027 0.021 -0.019
-0.067 -0.052 0.025
-0.069 0.067 -0.211
0.086 -0.028 -0.087
0.268 -0.120 -0.531
-0.013 -0.004 0.003
-0.007 -0.016 -0.007
0.030 0.029 0.049
-0.011 -0.065 -0.034
-0.017 0.013 -0.072
-0.040 -0.132 0.026
-0.012 -0.002 0.004
0.005 -0.058 0.080
-0.029 -0.016 -0.033
0.030 -0.037 -0.050
0.025 0.015 0.001
-0.028 -0.002 0.000
-0.063 0.029 -0.037
-0.129 -0.048 0.034
-0.006 0.001 -0.026
-0.005 0.001 0.000

Computed properties:
* highest occupied orbital energy: -9.77 eV
* total energy: -58476.371 eV